Record 1
14 unconnected molecules or ions with the total composition C17H62N10O14, computed with ωB97M-V/def2-TZVPD.

Computed properties:
Energy relative to the best compared isomer or geometry (same formula, charge and spin) = 15.01 kcal/mol
Highest occupied orbital energy = -7.9 eV
Orbital gap = 0.281 hartree

CARTESIAN COORDINATES (ANGSTROEM)
C  4.21378  -1.56409  2.51480
C  2.75827  -1.69484  2.99610
O  2.21208  -0.47303  3.49986
H  4.79469  -1.19661  3.29126
H  4.42458  -0.91746  1.71182
H  4.73636  -2.55043  2.48371
H  2.50133  -2.47548  3.67291
H  2.16001  -1.95961  2.13051
H  1.22948  -0.39404  3.38448
C  -1.39151  4.62534  0.05466
C  -0.67879  3.37153  -0.39282
O  -1.36188  2.66194  -1.35985
H  -1.07843  5.48731  -0.57606
H  -0.84457  4.88510  0.99800
H  -2.45896  4.47290  0.19763
H  -0.44075  2.69594  0.43823
H  0.26979  3.71101  -0.81571
H  -0.65157  2.31247  -1.81149
C  -3.85011  0.87369  -0.38343
C  -3.26627  1.29893  0.86503
O  -3.82839  0.60448  1.88960
H  -3.22756  0.06996  -0.91490
H  -3.80961  1.74409  -1.02541
H  -4.86977  0.61883  -0.31273
H  -3.34530  2.34511  1.00051
H  -2.23122  1.02561  0.79334
H  -4.24530  1.31987  2.34532
C  3.87082  -0.87375  -2.85710
O  4.63860  -2.03839  -3.09625
N  3.95061  0.16667  -3.62931
N  3.16432  -0.69075  -1.83535
H  4.62237  -0.02617  -4.43340
H  3.64827  1.16451  -3.49943
H  2.84985  -1.60906  -1.32284
H  2.48949  0.01446  -2.00731
C  3.14450  2.17763  0.15670
O  4.15770  2.58864  -0.66927
N  2.33290  2.96327  0.82096
N  2.93941  0.92739  0.36836
H  2.47821  3.95704  0.79846
H  1.64838  2.71246  1.52820
H  3.36256  0.17480  -0.27667
H  2.04807  0.64518  0.75309
C  -1.64282  -1.12098  4.14979
O  -0.67362  -0.26130  3.64978
N  -1.28292  -2.04529  4.97120
N  -2.90742  -1.11501  3.84236
H  -0.26694  -2.15670  5.11292
H  -1.88594  -2.81326  5.30556
H  -3.16641  -0.39153  3.15752
H  -3.55495  -1.88475  4.08637
C  1.64965  2.23552  -3.20795
O  1.09035  1.40476  -2.24508
N  2.85680  2.70213  -3.15546
N  1.02939  2.49464  -4.32895
H  3.35917  2.62883  -2.22313
H  3.15651  3.54431  -3.65359
H  0.17034  2.07236  -4.61725
H  1.62820  2.90976  -5.13219
C  -1.77541  0.67050  -4.46810
O  -2.11808  -0.40270  -5.21972
N  -1.84876  0.57002  -3.16932
N  -1.65601  1.87554  -4.91465
H  -1.97468  -0.37783  -2.81497
H  -1.72038  1.32713  -2.50018
H  -1.74629  1.97583  -5.92246
H  -1.88908  2.71867  -4.40413
C  -3.61711  -2.60150  0.91440
O  -4.79328  -1.89879  0.59757
H  -3.79619  -3.66672  0.62688
H  -3.28761  -2.66714  1.87709
H  -2.82567  -2.25653  0.28188
H  -4.53587  -0.97491  0.66705
C  -0.21509  -0.51336  -0.04350
O  0.45956  -0.04741  1.08545
H  -0.41290  0.31879  -0.62233
H  -1.10112  -0.93532  0.43558
H  0.44800  -1.18687  -0.63984
H  -0.16347  0.41981  1.63642
C  3.33848  -3.82792  -0.48588
O  2.25654  -2.94130  -0.63103
H  3.04575  -4.86699  -0.59329
H  3.87325  -3.82374  0.47625
H  4.15661  -3.55113  -1.11642
H  1.59332  -3.13827  0.05479
C  -0.28380  -3.42350  2.15920
O  0.05841  -3.83878  0.85957
H  -1.27758  -3.79799  2.50983
H  -0.26460  -2.38556  2.21939
H  0.41292  -3.80129  2.89183
H  -0.72204  -4.12938  0.39535
C  -1.93272  -2.66887  -2.50133
O  -3.15432  -2.11668  -2.23744
H  -2.00897  -3.66665  -3.01206
H  -1.39330  -2.92143  -1.60584
H  -1.17106  -2.10401  -2.98977
H  -3.84950  -2.76904  -2.32040
C  -0.60478  2.97766  3.24999
O  0.34293  2.09773  2.80177
H  -0.36618  4.04228  2.96547
H  -0.63902  2.98231  4.30720
H  -1.50194  2.70459  2.74038
H  0.03523  1.26479  3.27315

***

Record 2
20 unconnected molecules or ions with the total composition C17H66BF2N4O22SSi, computed with ωB97M-V/def2-TZVPD.

Computed properties:
Net charge = +1
Highest occupied orbital energy = -9.9 eV
Orbital gap = 0.216 hartree

CARTESIAN COORDINATES (ANGSTROEM)
C  -5.24033  3.27193  1.81319
C  -4.89507  3.12484  3.38955
O  -4.33149  1.82558  3.73437
B  -2.91106  1.79804  3.62203
O  -2.00593  2.86566  3.97893
N  -2.28641  0.51165  3.11163
S  -1.64419  -0.75454  4.13529
C  -2.21733  0.31149  1.77855
N  -1.66659  -0.92558  1.25302
C  -1.73008  -0.82603  -0.18132
C  -1.31441  -1.83347  -1.34594
F  -2.51512  -2.02370  -2.14688
F  -0.37989  -1.20589  -2.24385
C  -0.86869  -3.28742  -0.86562
C  0.35792  -3.32322  0.16757
Si  2.09423  -3.06929  -0.61279
C  2.49385  -1.17849  -0.42105
C  2.17668  -3.55427  -2.47146
C  3.50681  -3.95964  0.37260
C  3.30011  -4.73921  1.69310
C  4.50876  -5.43872  2.42068
C  5.91893  -5.32680  1.75371
C  6.18254  -4.52691  0.44307
C  4.95067  -3.83702  -0.24742
N  -2.33396  0.44807  -0.49333
C  -2.67468  1.04918  -1.81472
C  -1.98850  2.51933  -1.95101
O  -1.61450  2.75593  -3.33342
N  -2.61761  1.13132  0.66178
H  -4.51589  3.97949  1.26498
H  -6.30324  3.71776  1.66067
H  -5.17074  2.25771  1.27025
H  -4.29163  4.02310  3.75461
H  -5.91418  3.19184  3.92804
H  -1.63262  2.57883  4.85623
H  -0.25752  -0.73671  3.91611
H  -0.70032  -3.91077  -1.81569
H  -1.78093  -3.75586  -0.33537
H  0.26709  -2.60749  1.05190
H  0.36119  -4.38874  0.62439
H  1.68876  -0.53422  -0.91365
H  2.49607  -0.92257  0.70750
H  3.53385  -0.90778  -0.80975
H  3.00914  -4.34291  -2.62376
H  1.21486  -4.02632  -2.87066
H  2.36713  -2.60219  -3.07514
H  2.22985  -4.76839  2.12112
H  4.31227  -6.00060  3.39923
H  6.76904  -5.88072  2.29704
H  7.21782  -4.42285  -0.03875
H  5.17055  -3.24754  -1.20138
H  -2.41768  0.39723  -2.71151
H  -3.81222  1.22672  -1.80642
H  -1.04828  2.57643  -1.30202
H  -2.70264  3.35939  -1.64845
H  -0.92214  3.45399  -3.32450
H  -3.04641  2.06588  0.72755
O  -7.13383  5.40708  2.45169
H  -7.13040  6.35194  2.23801
H  -8.07172  5.18224  2.49689
O  4.18591  -5.65491  -3.70299
H  3.29417  -6.02524  -3.73130
H  4.76075  -6.43200  -3.67335
O  -7.41640  7.91145  0.93313
H  -7.69537  8.25070  0.07387
H  -7.12277  8.69785  1.41088
O  5.74676  -5.74594  -6.51147
H  5.23300  -6.12885  -7.23275
H  5.08411  -5.52989  -5.84031
O  -1.79637  -3.59348  -4.88144
H  -2.67297  -3.99974  -4.88939
H  -1.87490  -2.88029  -4.23340
O  1.97908  -0.91356  3.65168
H  1.77151  -0.30455  2.92781
H  2.93874  -1.01822  3.60100
O  -0.20761  5.00230  2.54939
H  -0.77431  4.39095  3.03700
H  -0.61651  5.86572  2.69154
O  8.64200  -4.39629  -5.75888
H  7.76465  -4.80148  -5.77046
H  8.56105  -3.67960  -5.11781
O  -2.13439  4.66920  -5.87477
H  -2.11636  5.47378  -5.34186
H  -1.98170  3.96081  -5.23672
O  -3.72248  5.47825  6.44339
H  -3.19245  4.72649  6.15154
H  -4.63340  5.16932  6.36007
O  -1.91167  7.19105  7.82334
H  -2.60028  6.83852  7.24113
H  -2.39598  7.73072  8.45941
O  4.91497  0.34537  3.43030
H  5.33475  0.13386  4.27366
H  5.46533  1.04895  3.06575
O  -5.07531  3.68734  -2.21900
H  -4.38056  3.24233  -2.71969
H  -5.70881  3.96212  -2.89438
O  1.96204  5.26242  0.41447
H  2.35893  4.38382  0.43769
H  1.22285  5.20378  1.03640
O  7.49326  -5.49884  -1.92295
H  8.18535  -5.94589  -2.42787
H  6.85766  -5.21922  -2.59399
O  5.12710  -0.49314  -2.11075
H  4.84522  -0.15365  -2.96966
H  5.44029  0.29013  -1.64093
O  1.35330  1.01809  1.52829
H  1.35426  1.96253  1.32631
H  0.41586  0.78922  1.57433
O  -3.13515  -3.46080  2.65702
H  -3.41895  -3.12524  1.79840
H  -2.83648  -2.67159  3.12993
O  -2.36063  -1.20628  -6.79785
H  -2.34088  -0.40487  -6.26122
H  -2.21012  -1.92034  -6.16197